Record 1
Computed, not measured: 2 unconnected molecules or ions with the total composition C2H7N5S in a non-equilibrium geometry, with wB97M-V/def2-TZVPD.

Values from the calculation:
Max |F| (eV/Å): 4.95
E (Ha): -751.591261
HOMO (Eh): -0.63936
Orbital gap (eV): 9.107
Relative energy (zero: lowest compared OMol25 entry of this formula, charge and spin) (kJ/mol): 0.0
Net charge: +2

```
15
Properties=species:S:1:pos:R:3:nbo_charge:R:1
C 0.93216 1.32110 1.98193 -0.01
C -1.20471 -0.43078 -2.70023 0.76
N 1.07284 -1.78225 1.27892 -0.51
N 0.96301 0.38480 1.13222 -0.12
N -1.41262 -1.56213 -2.68962 -0.44
N -1.22469 0.85737 -2.81859 -0.78
N 0.64973 -0.67984 0.69972 0.15
S -0.40807 1.64281 3.07550 0.22
H 1.50861 2.14474 1.72176 0.26
H 1.25256 -1.86889 2.28160 0.42
H -1.06017 -2.47277 -2.78888 0.48
H 1.15561 -2.64692 0.72417 0.44
H -1.24115 1.41857 -1.91654 0.48
H -1.16118 1.23361 -3.77318 0.49
H 0.17805 2.44059 3.79123 0.15
```



Record 2
Computed, not measured: C8H6N2O in the gas phase in a non-equilibrium geometry, with wB97M-V/def2-TZVPD.

Values from the calculation:
SMILES: C=C1C(=O)Nc2ncccc21
Max |F| (eV/Å): 3.71
E (Ha): -493.165604
HOMO (Eh): -0.32454
Orbital gap (eV): 8.578
Relative energy (zero: lowest compared OMol25 entry of this formula, charge and spin) (kJ/mol): 153.1

```
17
Properties=species:S:1:pos:R:3:nbo_charge:R:1
C -1.53007 -2.27093 0.17112 -0.34
C -1.16573 -1.00542 -0.06226 -0.10
C -2.33849 0.36680 -0.07000 0.71
O -3.54581 0.36373 -0.19162 -0.56
N -1.43280 1.44240 -0.06752 -0.62
C -0.08694 1.06445 -0.09284 0.38
N 0.81182 1.98973 -0.01626 -0.44
C 2.08860 1.56433 0.06791 0.06
C 2.45551 0.25506 -0.01836 -0.30
C 1.45837 -0.67775 -0.28175 -0.11
C 0.08766 -0.30057 -0.06398 -0.17
H -2.52416 -2.60217 0.34891 0.22
H -0.73814 -3.10010 0.35000 0.20
H -1.72528 2.30665 0.25918 0.42
H 2.86978 2.30947 0.28201 0.20
H 3.44386 -0.06175 -0.03806 0.22
H 1.87182 -1.64392 -0.57649 0.22
```



Record 3
Computed, not measured: 2 unconnected molecules or ions with the total composition C6H14NO2P in a non-equilibrium geometry, with wB97M-V/def2-TZVPD.

Values from the calculation:
SMILES: C=C(C)C(N)=O.CP(C)O
Max |F| (eV/Å): 3.12
E (Ha): -783.584914
HOMO (Eh): -0.30816
Orbital gap (eV): 8.887
Relative energy (zero: lowest compared OMol25 entry of this formula, charge and spin) (kJ/mol): 73.3

```
24
Properties=species:S:1:pos:R:3:nbo_charge:R:1
C -1.37159 2.32074 -1.22877 -0.34
C -0.98394 2.22735 0.03930 -0.09
C -1.89389 2.60525 1.23380 -0.64
C 0.41018 1.81046 0.42689 0.66
N 1.40253 1.74832 -0.58112 -0.83
O 0.81168 1.51778 1.55365 -0.63
H -0.91267 1.81688 -2.06249 0.20
H -2.43764 2.61827 -1.51637 0.20
H -1.32434 2.79629 2.17219 0.24
H -2.57963 1.69917 1.31902 0.23
H -2.49760 3.47934 1.01587 0.22
H 1.10795 1.52403 -1.57630 0.39
H 2.28457 1.28770 -0.32526 0.40
C -0.28487 -3.10739 -0.98422 -0.99
P 0.54699 -1.61017 -0.35344 1.08
C 2.03961 -2.47773 0.31449 -0.98
O -0.29537 -1.39541 1.00586 -1.01
H -1.14358 -2.99233 -1.71355 0.24
H 0.44689 -3.65295 -1.57643 0.23
H -0.60708 -3.72716 -0.04053 0.24
H 2.53534 -1.68169 0.91258 0.23
H 2.01545 -3.46170 0.85903 0.23
H 2.62288 -2.49307 -0.55881 0.22
H 0.10816 -0.85200 1.66463 0.51
```



Record 4
Computed, not measured: 2 unconnected molecules or ions with the total composition C3H10N2O in a non-equilibrium geometry, with wB97M-V/def2-TZVPD.

Values from the calculation:
SMILES: C=CN.NCO
Max |F| (eV/Å): 4.12
E (Ha): -304.981243
HOMO (Eh): -0.33250
Orbital gap (eV): 9.854
Relative energy (zero: lowest compared OMol25 entry of this formula, charge and spin) (kJ/mol): 245.2

```
16
Properties=species:S:1:pos:R:3:nbo_charge:R:1
C 1.99713 0.35804 1.47937 -0.48
C 1.84259 -0.97240 1.45634 0.00
N 1.18207 -1.77239 0.46442 -0.85
H 2.62359 0.74837 2.28093 0.21
H 1.59812 0.98351 0.65700 0.19
H 2.47452 -1.52792 2.25082 0.18
H 0.32439 -2.16764 0.84552 0.38
H 1.09216 -1.23953 -0.41559 0.38
N -2.29717 0.22448 -0.65099 -0.88
C -1.20844 1.01731 -1.19044 0.09
O -1.07101 0.81128 -2.64441 -0.72
H -3.29207 0.64176 -0.56031 0.37
H -2.09040 0.05579 0.40446 0.37
H -0.24312 0.71337 -0.67596 0.15
H -1.39832 2.08818 -0.88457 0.16
H -1.53405 0.03782 -2.81661 0.47
```



Record 5
Computed, not measured: C4H8O2 in the gas phase, with wB97M-V/def2-TZVPD.

Values from the calculation:
SMILES: OC[C@H]1CCO1
Max |F| (eV/Å): 0.41
E (Ha): -307.636116
HOMO (Eh): -0.36438
Orbital gap (eV): 10.938
Relative energy (zero: lowest compared OMol25 entry of this formula, charge and spin) (kJ/mol): 200.4

```
14
Properties=species:S:1:pos:R:3:nbo_charge:R:1
O 1.62077 -0.86011 1.35119 -0.72
C 0.69182 0.18382 1.48351 -0.08
C -0.46744 0.05800 0.46707 0.08
C -0.41408 0.86749 -0.83844 -0.45
C -0.48648 -0.50052 -1.52492 -0.05
O -0.39308 -1.18870 -0.26159 -0.55
H 1.21781 -1.49884 0.74120 0.49
H 0.28592 0.20392 2.50510 0.16
H 1.20948 1.14015 1.32224 0.16
H -1.43537 0.12998 0.97737 0.18
H -1.25391 1.54297 -1.01567 0.21
H 0.52683 1.40266 -0.99167 0.21
H 0.33799 -0.75988 -2.19751 0.18
H -1.44027 -0.72095 -2.01788 0.17
```



Record 6
Computed, not measured: 2 unconnected molecules or ions with the total composition C22H18Br2N3 in a non-equilibrium geometry, with wB97M-V/def2-TZVPD.

Values from the calculation:
Max |F| (eV/Å): 1.86
E (Ha): -6161.146853
HOMO (Eh): -0.41577
Orbital gap (eV): 5.922
Relative energy (zero: lowest compared OMol25 entry of this formula, charge and spin) (kJ/mol): 9.6
Net charge: +1

```
45
Properties=species:S:1:pos:R:3:nbo_charge:R:1
Br 0.06609 -3.11843 -6.29443 0.15
C -0.04788 -2.06683 -4.73328 -0.01
C 1.08103 -1.90642 -3.90749 -0.25
C 0.98908 -1.14808 -2.74296 -0.13
C -0.20768 -0.46473 -2.40328 -0.08
C -0.24905 0.37502 -1.24386 0.06
C -1.17426 1.40078 -1.10293 -0.33
C -1.24852 2.23893 0.00472 0.09
C -2.35859 3.09960 0.27601 -0.18
C -2.26422 4.09203 1.29065 -0.10
C -3.34574 4.90237 1.61517 -0.25
C -4.56698 4.75229 0.93376 -0.03
Br -6.04643 5.81928 1.40822 0.15
C -4.68004 3.80405 -0.09696 -0.19
C -3.59636 2.99091 -0.42449 -0.13
C -1.33146 -0.61777 -3.27189 -0.14
C -1.24804 -1.40587 -4.41871 -0.25
H 2.02141 -2.36750 -4.18822 0.25
H 1.85258 -1.03180 -2.08613 0.23
H 0.48845 0.20821 -0.46695 0.27
H -1.85815 1.57918 -1.93840 0.22
H -0.41247 2.24644 0.70794 0.23
H -1.31330 4.21379 1.81076 0.23
H -3.25875 5.64577 2.40056 0.25
H -5.61910 3.69826 -0.63091 0.24
H -3.70315 2.25020 -1.21756 0.22
H -2.27070 -0.11846 -3.02837 0.22
H -2.10512 -1.49652 -5.07863 0.25
C 0.53874 -3.06960 3.64846 -0.41
N 1.18059 -2.32662 2.58279 -0.16
N 0.47723 -1.61316 1.68244 -0.01
N 1.32081 -1.03959 0.83217 -0.33
C 2.61557 -1.39801 1.19750 0.12
C 2.53515 -2.22759 2.32576 0.07
C 3.63630 -2.77775 2.96980 -0.22
C 4.88691 -2.46371 2.42700 -0.19
C 5.00204 -1.63553 1.29281 -0.21
C 3.87830 -1.09125 0.66340 -0.22
H 1.32791 -3.56162 4.22551 0.22
H -0.02767 -2.39754 4.31011 0.23
H -0.14088 -3.83150 3.23920 0.23
H 3.47237 -3.40807 3.84352 0.23
H 5.79207 -2.86365 2.88677 0.23
H 6.00248 -1.42388 0.91102 0.23
H 3.90945 -0.44565 -0.21061 0.22
```



Record 7
Computed, not measured: 3 unconnected molecules or ions with the total composition C13H32FO9SSi2 in a non-equilibrium geometry, with wB97M-V/def2-TZVPD.

Values from the calculation:
Max |F| (eV/Å): 2.89
E (Ha): -2268.827441
HOMO (Eh): -0.16408
Orbital gap (eV): 6.958
Net charge: -1

```
58
Properties=species:S:1:pos:R:3:nbo_charge:R:1
O 0.53431 -0.17383 -2.60462 -0.77
C 1.27982 -1.00168 -3.19110 0.42
O 2.54734 -0.84933 -3.34784 -0.78
Si 0.35080 -2.57547 -3.80451 1.21
O -1.20387 -2.14098 -4.45907 -1.22
Si -2.31803 -2.31625 -3.18227 1.76
F -2.45142 -3.93635 -2.80043 -0.66
S -4.20226 -1.57203 -3.95793 -0.52
H 0.15864 -3.39645 -2.58333 -0.21
H 1.10367 -3.28899 -4.84038 -0.21
H -1.87454 -1.53398 -2.01710 -0.18
H -4.12560 -0.22744 -3.70591 0.18
C -5.75017 -3.25469 1.90900 -0.25
O -4.72361 -2.38821 2.34559 -0.54
C -4.79905 -2.07901 3.72872 -0.09
C -3.41061 -1.96410 4.33887 -0.08
O -2.72582 -3.20356 4.49449 -0.55
C -2.28049 -3.85998 3.30873 -0.08
C -1.15352 -3.14810 2.57660 -0.09
O -1.63201 -1.99074 1.90923 -0.55
C -0.70284 -0.92163 1.92670 -0.25
H -6.70073 -2.71591 1.84211 0.16
H -5.47903 -3.62187 0.91922 0.20
H -5.85049 -4.11796 2.57599 0.16
H -5.37096 -2.84037 4.27368 0.17
H -5.31515 -1.11556 3.82320 0.17
H -3.52925 -1.57174 5.35332 0.18
H -2.79553 -1.24266 3.80088 0.19
H -3.12004 -4.07054 2.64409 0.19
H -1.90184 -4.83028 3.63906 0.18
H -0.73763 -3.81940 1.81464 0.18
H -0.36792 -2.89472 3.29613 0.17
H -0.31698 -0.74684 2.93794 0.15
H -1.22217 -0.01789 1.60758 0.19
H 0.12183 -1.12318 1.23737 0.19
C 5.74252 2.98055 -2.99260 -0.24
O 4.39711 3.07159 -2.58662 -0.56
C 3.85588 1.81916 -2.14796 -0.11
C 2.89486 2.01837 -0.99162 -0.09
O 3.51972 2.36624 0.25327 -0.55
C 4.09687 3.65953 0.35838 -0.08
C 3.09193 4.80334 0.36591 -0.09
O 2.54733 5.01611 -0.92856 -0.54
C 1.18531 5.38382 -0.90037 -0.25
H 5.81414 2.48790 -3.96786 0.17
H 6.13737 3.99496 -3.07619 0.17
H 6.34495 2.44170 -2.25217 0.16
H 4.65206 1.13032 -1.84175 0.17
H 3.31630 1.37889 -2.98946 0.24
H 2.40093 1.06173 -0.81050 0.22
H 2.10664 2.72676 -1.24271 0.18
H 4.86480 3.80547 -0.40461 0.19
H 4.61632 3.66867 1.32105 0.17
H 3.60112 5.73027 0.66378 0.16
H 2.30601 4.57754 1.09430 0.17
H 0.60442 4.70974 -0.26136 0.17
H 0.79403 5.30045 -1.91470 0.20
H 1.07453 6.41859 -0.55629 0.15
```



Record 8
Computed, not measured: C4H11ClSi in the gas phase in a non-equilibrium geometry, with wB97M-V/def2-TZVPD.

Values from the calculation:
SMILES: C[Si](C)(C)CCl
Max |F| (eV/Å): 1.42
E (Ha): -908.709564
HOMO (Eh): -0.36803
Orbital gap (eV): 10.893
Relative energy (zero: lowest compared OMol25 entry of this formula, charge and spin) (kJ/mol): 150.6

```
17
Properties=species:S:1:pos:R:3:nbo_charge:R:1
C -1.36172 -0.92471 -0.83097 -1.11
Si 0.02119 0.00516 0.05166 1.59
C -0.68473 1.16402 1.38552 -1.10
C 1.17800 -1.26292 0.88045 -1.09
C 0.82722 1.06424 -1.26159 -0.84
Cl 0.66114 0.38298 -2.88223 -0.05
H -2.31048 -0.75961 -0.32104 0.24
H -1.40138 -0.50521 -1.84725 0.25
H -1.10037 -1.97848 -0.89580 0.24
H 0.14106 1.73782 1.80311 0.23
H -1.47351 1.88060 1.10207 0.24
H -1.08542 0.45465 2.11139 0.23
H 1.66246 -0.85341 1.76061 0.24
H 1.95898 -1.44311 0.14284 0.24
H 0.69806 -2.20693 1.09850 0.24
H 0.39948 2.04978 -1.25138 0.23
H 1.87002 1.19513 -1.04589 0.23
```